<i>
The following is a quantum chemistry calculation of one molecule with the formula C4H7FO2, from the OMol25 dataset.

Output
Kohn-Sham gap	11.10	eV
E_HOMO	-10.154	eV
SMILES string	FC[C@H]1COCO1

Each line ends with the Löwdin charge.
Geometry (Å):
C (1.6993, 0.2533, 0.3290)  -0.10
C (0.2502, 0.3839, 0.7765)  -0.30
C (-0.5895, 1.1757, -0.2400)  -0.15
C (-1.2077, -0.9214, -0.2325)  -0.24
H (2.2379, -0.3272, 1.0754)  0.13
H (2.1761, 1.1653, 0.1569)  0.11
H (0.1835, 0.8486, 1.8053)  0.17
H (-0.9107, 2.1803, 0.1139)  0.14
H (0.0101, 1.2569, -1.1381)  0.12
H (-1.9651, -1.6223, -0.0437)  0.12
H (-0.5179, -1.2396, -1.1029)  0.16
O (-1.7445, 0.3831, -0.4579)  -0.06
O (-0.4465, -0.8182, 0.8894)  -0.03
F (1.7112, -0.4590, -0.9018)  -0.06

=====

<ii>
The following is a quantum chemistry calculation of one molecule with the formula C4H7FO2, from the OMol25 dataset.

Output
Kohn-Sham gap	9.99	eV
E_HOMO	-9.102	eV
SMILES string	CO/C(=C\F)CO

Each line ends with the Löwdin charge.
Geometry (Å):
C (-1.2503, -1.5987, -0.0371)  -0.06
C (0.1200, 0.4136, 0.1430)  -0.27
C (1.3529, 0.9174, 0.7771)  -0.20
C (-0.4063, 1.0018, -0.9573)  -0.05
H (-2.2654, -1.0816, -0.0021)  0.11
H (-1.2647, -2.5404, 0.5220)  0.09
H (-0.9783, -1.7490, -1.0659)  0.09
H (1.8142, 1.6962, 0.1456)  0.13
H (1.1480, 1.4317, 1.8010)  0.15
H (1.6605, -1.0555, 1.1527)  0.13
H (0.0425, 1.8352, -1.4249)  0.10
O (-0.3078, -0.7966, 0.6970)  -0.12
O (2.2104, -0.2173, 0.9302)  -0.09
F (-1.5862, 0.5745, -1.5221)  -0.02

=====

Decreasing stability: <i>, <ii>

=====

<i>
The following is a quantum chemistry calculation of an isolated ion of composition C4H12N4 and charge +2, from the OMol25 dataset.

Output
Kohn-Sham gap	11.11	eV
E_HOMO	-18.861	eV
net charge	+2
SMILES string	C=N/C=[NH+]\N[NH2+]CC

Each line ends with the Löwdin charge.
Geometry (Å):
C (0.8848, -0.8627, -2.1686)  -0.05
C (-0.8846, -1.4407, -3.8203)  0.19
C (-0.0380, 1.7486, 2.9280)  -0.08
C (0.4534, 0.5921, 2.1496)  -0.03
N (-0.0612, -1.1364, -2.9498)  0.13
N (0.8131, -0.6198, -0.8505)  0.04
N (-0.3829, -0.7012, -0.1428)  -0.01
N (-0.6245, 0.4084, 0.7084)  0.10
H (1.8871, -0.8077, -2.5970)  0.19
H (-1.4061, -0.6776, -4.3971)  0.14
H (-1.1162, -2.4836, -4.0340)  0.14
H (0.0301, 2.6865, 2.3819)  0.10
H (-1.0423, 1.6119, 3.3192)  0.10
H (0.6266, 1.8445, 3.7930)  0.12
H (0.3444, -0.3739, 2.6309)  0.12
H (1.4291, 0.7453, 1.7026)  0.11
H (1.6995, -0.5784, -0.3470)  0.17
H (-0.4782, -1.5731, 0.3865)  0.17
H (-0.5701, 1.2972, 0.1934)  0.18
H (-1.5641, 0.3207, 1.1136)  0.18

=====

<ii>
The following is a quantum chemistry calculation of a 3-piece molecular cluster, C4H12N4 overall, from the OMol25 dataset.

Output
Kohn-Sham gap	10.25	eV
E_HOMO	-17.708	eV
net charge	+2

Each line ends with the Löwdin charge.
Geometry (Å):
C (6.6982, -3.8416, 1.5445)  0.05
C (6.1051, 1.7704, -0.9900)  -0.04
C (-8.8970, 1.2584, 0.0554)  -0.04
C (5.7354, 0.4884, -0.3716)  -0.08
N (6.3898, -2.7387, 1.3316)  0.07
N (-9.5541, 0.0885, 0.4611)  0.04
N (-10.0206, -0.6688, -0.3674)  0.20
N (6.4664, -0.0832, 0.5462)  0.21
H (6.9321, -4.7536, 1.9548)  0.05
H (6.3040, 1.5731, -2.0062)  0.08
H (5.1021, 2.4310, -1.0665)  0.16
H (6.8865, 2.3475, -0.4646)  0.10
H (-7.9558, 1.3145, 0.6222)  0.12
H (-8.5473, 1.3575, -1.0546)  0.15
H (-9.4705, 2.0420, 0.4921)  0.11
H (4.8336, 0.1276, -0.8989)  0.16
H (7.1844, 0.3739, 1.0920)  0.16
H (-10.2413, -1.6222, -0.0082)  0.20
H (-10.1519, -0.3758, -1.4129)  0.23
H (6.2009, -1.0892, 0.5412)  0.06

=====

Decreasing stability: <ii>, <i>

=====

<i>
The following is a quantum chemistry calculation of one molecule with the formula C3H3N3O, from the OMol25 dataset.

Output
Kohn-Sham gap	8.85	eV
E_HOMO	-8.510	eV

Each line ends with the Löwdin charge.
Geometry (Å):
N (-2.1474, 0.8920, -1.3436)  0.19
C (-1.2599, 0.9281, -0.5129)  -0.19
N (0.2160, -1.3125, -1.0181)  0.15
N (0.3981, -0.6275, -0.0348)  -0.29
O (1.3213, -1.8674, 1.7268)  0.12
C (1.4231, -0.9531, 0.9730)  -0.25
C (-0.2846, 0.6551, 0.3185)  -0.07
H (-1.9240, 1.3093, -2.2449)  0.09
H (2.2563, -0.2315, 0.9274)  0.14
H (0.0012, 1.2074, 1.2085)  0.10

=====

<ii>
The following is a quantum chemistry calculation of C3H3N3O as an isolated structure, from the OMol25 dataset.

Output
Kohn-Sham gap	8.70	eV
E_HOMO	-8.411	eV

Each line ends with the Löwdin charge.
Geometry (Å):
N (2.2355, -0.1126, 0.8864)  0.14
C (1.2444, -0.3414, 0.1998)  -0.22
N (-0.4814, 0.6982, -1.5547)  0.02
N (-1.3591, 1.3908, -1.1963)  0.01
O (-1.5898, -0.7326, 1.7841)  0.12
C (-1.3941, -0.1012, 0.8398)  -0.08
C (0.0783, -0.5564, -0.3716)  -0.19
H (3.0619, 0.2251, 0.3937)  0.07
H (-1.7005, 1.0568, -0.1517)  0.02
H (-0.0952, -1.5269, -0.8296)  0.10

=====

Decreasing stability: <i>, <ii>

=====

<i>
The following is a quantum chemistry calculation of one molecule with the formula C3H3N3O, from the OMol25 dataset.

Output
Kohn-Sham gap (alpha / beta)	6.25 / 7.24	eV
E_HOMO (alpha / beta)	-7.339 / -7.839	eV

Each line ends with the Löwdin charge.
Geometry (Å):
C (0.5748, 1.2945, -1.0790)  0.03
C (-0.6867, -0.4294, 0.6225)  -0.08
C (0.4968, -0.8184, 0.0614)  -0.09
N (-0.2503, 1.6538, -0.2114)  -0.08
N (1.0947, -1.8760, 0.0519)  -0.10
N (-1.1872, 0.8018, 0.2538)  -0.03
O (1.8439, -2.6480, -0.4281)  0.06
H (1.2702, 2.0489, -1.3856)  0.03
H (-1.2889, -1.1725, 1.2700)  0.16
H (-1.8673, 1.1453, 0.8444)  0.11

=====

<ii>
The following is a quantum chemistry calculation of a 2-piece molecular cluster, C3H3N3O overall, from the OMol25 dataset.

Output
Kohn-Sham gap	11.11	eV
E_HOMO	-10.255	eV

Each line ends with the Löwdin charge.
Geometry (Å):
O (3.3623, -0.1701, 0.3260)  0.08
C (2.4092, -0.7721, 0.4473)  0.01
N (0.4226, 0.5010, -0.1344)  0.00
C (-0.5803, 1.2762, -0.4719)  -0.23
N (-1.8003, 0.6931, -0.3708)  0.07
C (-1.5076, -0.5189, 0.0570)  -0.18
N (-0.1752, -0.6518, 0.2048)  -0.03
H (0.5096, -1.3579, 0.4867)  0.07
H (-0.3932, 2.2865, -0.8003)  0.10
H (-2.2470, -1.2859, 0.2556)  0.12

=====

<iii>
The following is a quantum chemistry calculation of a 2-piece molecular cluster, C3H3N3O overall, from the OMol25 dataset.

Output
Kohn-Sham gap	9.59	eV
E_HOMO	-9.550	eV
SMILES string	N=C=CC=O.N#N

Each line ends with the Löwdin charge.
Geometry (Å):
N (-2.4633, 0.3927, -0.2544)  0.21
C (-1.2968, 0.6572, -0.0940)  -0.13
N (1.6750, -1.9801, -0.5136)  0.10
N (1.8668, -0.9761, -0.9351)  0.06
O (0.2543, -1.2446, 0.8818)  -0.07
C (0.7536, -0.1410, 0.6796)  -0.43
C (-0.0382, 0.9607, 0.2036)  -0.06
H (-2.8313, 0.2155, -1.1830)  0.10
H (1.7868, 0.1277, 0.9843)  0.12
H (0.2931, 1.9880, 0.2307)  0.11

=====

<iv>
The following is a quantum chemistry calculation of one molecule with the formula C3H3N3O, from the OMol25 dataset.

Output
Kohn-Sham gap	7.64	eV
E_HOMO	-8.664	eV

Each line ends with the Löwdin charge.
Geometry (Å):
O (0.4094, 1.9939, 2.7582)  0.09
C (0.8346, 1.4367, 1.7919)  -0.29
N (0.0780, 0.3555, 1.1576)  0.07
C (-1.2496, -0.6517, -2.5545)  0.05
N (-0.6696, -0.9124, -1.4943)  -0.06
C (0.0775, -1.1476, -0.5054)  -0.17
N (0.7307, -0.0624, 0.1895)  0.03
H (1.7964, 1.6556, 1.2902)  0.12
H (-2.3336, -0.5133, -2.4448)  0.04
H (0.3263, -2.1544, -0.1882)  0.12

=====

Decreasing stability: <ii>, <iii>, <iv>, <i>

=====

<i>
The following is a quantum chemistry calculation of C3H5FO as an isolated structure, from the OMol25 dataset.

Output
Kohn-Sham gap	11.16	eV
E_HOMO	-10.069	eV

Each line ends with the Löwdin charge.
Geometry (Å):
C (0.7664, -0.0386, 0.2682)  -0.24
C (-0.2437, -1.0296, -0.3414)  -0.13
C (-0.5058, 0.5264, 0.9122)  -0.16
H (1.6267, -0.4199, 0.8629)  0.15
H (-0.1421, -1.0785, -1.4216)  0.12
H (-0.3617, -2.0366, -0.0339)  0.11
H (-0.6661, 0.3002, 1.9752)  0.12
H (-0.7249, 1.6067, 0.8123)  0.13
O (-1.3386, -0.1729, 0.0124)  -0.10
F (1.2084, 0.6958, -0.8142)  -0.01

=====

<ii>
The following is a quantum chemistry calculation of a 2-piece molecular cluster, C3H5FO overall, from the OMol25 dataset.

Output
Kohn-Sham gap	10.94	eV
E_HOMO	-10.180	eV

Each line ends with the Löwdin charge.
Geometry (Å):
C (-0.0809, -0.3322, -0.8841)  -0.05
C (0.8889, 0.2225, 0.2202)  -0.04
C (-0.1742, -0.8148, 0.5464)  -0.28
O (-1.6353, 0.0164, 1.5653)  -0.16
F (-0.1119, -1.9749, 1.1887)  0.10
H (-1.0308, 0.0878, -1.3155)  0.13
H (0.1315, -1.1480, -1.5506)  0.09
H (1.9457, -0.0408, 0.2518)  0.10
H (0.8124, 1.2729, 0.4936)  0.10
H (-1.0712, 0.5171, 2.1688)  -0.01

=====

Decreasing stability: <i>, <ii>

=====

<i>
The following is a quantum chemistry calculation of an isolated ion of composition C9H12NOS and charge +1, from the OMol25 dataset.

Output
Kohn-Sham gap	6.20	eV
E_HOMO	-12.960	eV
net charge	+1
SMILES string	CS[C@H](c1ccccc1)[N+](C)=O

Each line ends with the Löwdin charge.
Geometry (Å):
C (-0.6788, -2.7589, 1.0478)  -0.05
C (-1.4887, -1.6993, 1.2819)  -0.09
C (0.3297, -2.7137, 0.1071)  -0.03
C (-1.2089, -0.5330, 0.7801)  -0.06
C (0.6998, -1.4550, -0.3874)  -0.04
C (-0.0900, -0.3738, -0.0360)  -0.20
C (-1.3828, 1.9617, -1.9013)  0.06
C (2.1847, 1.3084, 1.4999)  -0.36
C (0.3440, 1.0873, -0.4778)  -0.47
N (-0.2146, 1.1864, -1.7484)  -0.19
O (0.3404, 0.7239, -2.7638)  0.20
S (2.2078, 1.3623, -0.3348)  0.90
H (-0.9114, -3.7238, 1.4108)  0.11
H (-2.2761, -1.8436, 1.9625)  0.12
H (0.8887, -3.6178, -0.1993)  0.13
H (-1.9282, 0.2109, 1.0299)  0.12
H (1.5431, -1.3988, -1.0856)  0.12
H (-1.2007, 2.9839, -1.6723)  0.13
H (-2.1384, 1.6806, -1.2500)  0.10
H (-1.7284, 1.8599, -3.0009)  0.17
H (3.1536, 1.8340, 1.8199)  0.07
H (2.3976, 0.2419, 1.8548)  0.08
H (1.4129, 1.9351, 1.8698)  0.03
H (-0.2551, 1.7412, 0.1933)  0.14

=====

<ii>
The following is a quantum chemistry calculation of an isolated ion of composition C9H12NOS and charge +1, from the OMol25 dataset.

Output
Kohn-Sham gap	7.81	eV
E_HOMO	-12.964	eV
net charge	+1

Each line ends with the Löwdin charge.
Geometry (Å):
C (-3.1438, 1.1223, 0.0026)  -0.04
C (-2.4710, 0.9268, -1.2129)  -0.05
C (-2.8206, 0.3355, 1.0731)  -0.07
C (-1.4617, 0.0216, -1.3373)  -0.04
C (-1.7847, -0.5432, 1.0099)  0.00
C (-1.1098, -0.7461, -0.2256)  -0.22
C (3.0302, 0.5193, 0.2394)  -0.32
C (2.1077, 0.0815, -1.0115)  -0.35
C (-0.0893, -1.7850, -0.2508)  -0.55
N (2.3548, 1.2818, 1.2472)  -0.01
O (-0.4415, -2.8488, 0.3999)  0.11
S (1.4188, -1.6439, -1.0454)  1.09
H (-3.8717, 1.9764, 0.1142)  0.14
H (-2.6915, 1.7697, -1.9594)  0.15
H (-3.3623, 0.4658, 2.0266)  0.13
H (-0.9404, -0.2560, -2.2655)  0.13
H (-1.2965, -1.0228, 1.8571)  0.13
H (3.4124, -0.4144, 0.5461)  0.07
H (3.7959, 1.2227, -0.3035)  0.16
H (1.2911, 0.7239, -1.0867)  0.04
H (2.8943, 0.0005, -1.8170)  0.10
H (1.7975, 0.6879, 1.8281)  0.06
H (3.1411, 1.7513, 1.7883)  0.12
H (0.2409, -3.6269, 0.3830)  0.21

=====

Decreasing stability: <ii>, <i>